a:
A cluster of 2 separate species, C5H15NO2 in total. Source: the Open Molecules 2025 dataset; level of theory: ωB97M-V/def2-TZVPD.

Last column: Mulliken charge in e.
Element x y z (Å)
C1 -0.9320 -1.4390 2.1807  -1.253
C2 -0.2452 -0.4788 1.2368  -0.233
N1 -0.1739 -0.8241 -0.1851  -0.043
C3 -1.3162 -1.7923 -0.6186  -1.194
C4 -0.2000 0.3271 -1.1871  -0.653
C5 1.3663 0.3973 -1.5964  -0.522
O1 1.6804 1.7663 -1.3997  -0.569
H1 -0.3273 -2.4007 2.2678  0.302
H2 -1.8431 -1.7105 1.8029  0.363
H3 -0.9833 -1.2498 3.2878  0.342
H4 0.7624 -0.1784 1.5747  0.244
H5 -0.6741 0.6035 1.1883  0.235
H6 -1.1374 -2.8287 -0.2784  0.283
H7 -2.3578 -1.3825 -0.4034  0.321
H8 -1.1056 -1.7548 -1.7237  0.554
H9 -1.0740 0.1973 -1.8931  0.460
H10 -0.4360 1.3201 -0.9553  0.415
H11 1.5533 0.2801 -2.6708  0.249
H12 1.9013 -0.2831 -0.8789  0.346
H13 2.6440 1.9317 -1.0976  0.308
H14 1.0027 2.6338 1.0311  0.313
H15 0.9502 3.3077 -0.2831  0.373
O2 0.9453 3.5580 0.6013  -0.641

charge = 0
frontier orbital gap = 9.266 eV
HOMO level = -8.5 eV

b:
A cluster of 2 separate species, C5H15NO2 in total. Source: the Open Molecules 2025 dataset; level of theory: ωB97M-V/def2-TZVPD.

Last column: Mulliken charge in e.
Element x y z (Å)
C1 -2.1534 0.2720 -0.3302  -0.636
C2 -2.1031 0.2872 1.2144  -1.008
C3 -0.7757 0.8243 -1.0183  -0.330
N1 0.2832 1.2982 -0.1738  -0.280
C4 1.0468 0.2207 0.4951  0.029
C5 2.4670 0.0206 -0.0371  -0.667
O1 3.3572 1.1052 0.2548  -0.586
H1 -3.0684 0.8163 -0.6096  0.386
H2 -2.5227 -0.6128 -0.8490  0.404
H3 -2.9782 -0.1385 1.6531  0.395
H4 -1.0898 -0.0738 1.4384  0.230
H5 -2.1592 1.3387 1.5345  0.260
H6 -0.3522 -0.1352 -1.5380  0.150
H7 -1.2149 1.4739 -1.8176  0.307
H8 0.1116 2.0438 0.5238  0.293
H9 1.3146 0.4172 1.4953  0.424
H10 0.5997 -0.8219 0.4382  -0.358
H11 2.9759 -0.9208 0.2993  0.324
H12 2.2673 0.0352 -1.1146  0.335
H13 3.0946 2.0084 -0.0694  0.315
H14 0.0191 -2.6099 -0.0833  0.329
H15 0.2389 -3.5224 -1.2838  0.317
O2 0.6416 -3.3263 -0.4224  -0.632

charge = 0
frontier orbital gap = 9.530 eV
HOMO level = -8.9 eV

c:
A cluster of 3 separate species, C5H15NO2 in total. Source: the Open Molecules 2025 dataset; level of theory: ωB97M-V/def2-TZVPD.

Last column: Mulliken charge in e.
Element x y z (Å)
C1 -0.1659 1.2422 1.3385  0.032
N1 1.0955 1.3919 0.6279  -0.708
C2 -0.2577 -1.6088 0.8289  -0.958
C3 0.4630 -1.9953 -0.3662  0.756
C4 -0.1584 -3.0094 -1.3205  -1.394
O1 0.6949 -0.7594 -1.0994  -0.525
C5 -0.8787 2.5635 1.5294  -1.409
H1 -0.8387 0.5501 0.7875  0.161
H2 0.0249 0.7877 2.3130  0.455
H3 0.8335 1.8245 -0.2872  0.444
H4 -1.2966 -1.7805 1.0999  0.371
H5 0.3103 -1.3808 1.7260  0.379
H6 1.4804 -2.3188 -0.1548  0.351
H7 -1.1738 -2.6427 -1.5244  0.329
H8 -0.2835 -3.9550 -0.7934  0.370
H9 0.3495 -3.0761 -2.2674  0.348
H10 -0.1696 -0.3088 -1.0770  0.353
H11 -1.6881 2.4308 2.2555  0.369
H12 -0.2080 3.3071 1.9285  0.339
H13 -1.2765 2.8902 0.5683  0.294
H14 0.1015 1.7429 -2.2185  0.213
H15 1.2778 0.4724 0.2617  0.308
O2 -0.4416 1.7406 -1.4202  -0.880

charge = 0
frontier orbital gap = 4.439 eV
HOMO level = -7.8 eV

Sorted by energy, starting with the most stable: b, a, c.

a:
A cluster of 2 separate species, C5H15NO2 in total. Source: the Open Molecules 2025 dataset; level of theory: ωB97M-V/def2-TZVPD.

Last column: Mulliken charge in e.
Element x y z (Å)
C1 -1.1731 0.0174 1.5125  -1.090
C2 -1.8407 0.3317 0.1854  -0.544
N1 -1.1615 -0.2906 -0.9667  -0.005
C3 -1.7939 0.1622 -2.1984  -1.127
C4 0.2925 -0.0239 -0.9914  -0.529
C5 1.1218 -1.2270 -0.5106  -0.800
O1 1.8724 -1.0069 0.6848  -0.575
H1 -0.2184 0.5391 1.5868  0.155
H2 -0.9743 -1.0575 1.6120  0.305
H3 -1.8264 0.2625 2.3485  0.433
H4 -1.7972 1.4249 0.0286  0.397
H5 -2.8902 0.0413 0.1776  0.465
H6 -1.2718 0.9795 -2.7182  0.354
H7 -1.8695 -0.6309 -2.9550  0.301
H8 -2.8016 0.4928 -2.0142  0.395
H9 0.5978 0.2039 -2.0154  0.466
H10 0.4996 0.8942 -0.4233  0.406
H11 1.8938 -1.4363 -1.2489  0.361
H12 0.4474 -2.0706 -0.3712  0.327
H13 1.2957 -0.7100 1.3939  0.291
H14 2.6006 1.1759 2.4103  0.312
H15 2.5926 1.3526 0.9217  0.342
O2 2.1848 1.7095 1.7255  -0.640

charge = 0
frontier orbital gap = 9.441 eV
HOMO level = -8.6 eV

b:
A cluster of 2 separate species, C5H15NO2 in total. Source: the Open Molecules 2025 dataset; level of theory: ωB97M-V/def2-TZVPD.

Last column: Mulliken charge in e.
Element x y z (Å)
C1 -0.5160 0.2697 1.3468  0.180
N1 0.5383 1.0818 0.6973  -0.378
C2 1.5615 0.3596 0.0124  -0.599
C3 1.4675 0.4997 -1.5017  -0.606
C4 0.1193 0.1479 -2.0923  -0.547
O1 -0.1653 -1.2454 -1.9726  -0.450
C5 -1.1216 1.0349 2.5113  -1.191
H1 -0.0588 -0.6511 1.6872  0.188
H2 -1.2170 0.0910 0.5410  0.052
H3 0.9142 1.8027 1.2885  0.246
H4 1.6382 -0.6966 0.3035  0.273
H5 2.5397 0.7663 0.2732  0.365
H6 2.2607 0.0000 -2.0693  0.371
H7 1.7137 1.5396 -1.7868  0.336
H8 -0.6628 0.6304 -1.5183  0.243
H9 0.0360 0.4925 -3.1178  0.319
H10 0.2744 -1.7779 -2.6409  0.271
H11 -1.2222 0.4511 3.4290  0.292
H12 -2.1644 1.2976 2.3552  0.289
H13 -0.6011 1.9619 2.7272  0.352
H14 -1.3929 -2.7327 0.5108  0.317
H15 -1.8492 -2.3761 -0.8628  0.328
O2 -2.0921 -2.9468 -0.1208  -0.649

charge = 0
frontier orbital gap = 9.545 eV
HOMO level = -8.7 eV

c:
A cluster of 3 separate species, C5H15NO2 in total. Source: the Open Molecules 2025 dataset; level of theory: ωB97M-V/def2-TZVPD.

Last column: Mulliken charge in e.
Element x y z (Å)
C1 -1.8539 -1.1724 -0.2772  -0.571
C2 -1.5343 -1.1316 1.2351  -0.678
C3 -0.1866 -0.5041 1.3640  0.505
C4 -0.0587 0.8149 1.5574  -0.787
C5 1.0945 -1.2520 1.0873  -0.279
N1 -1.7887 0.1918 -0.9846  -0.587
H1 -0.9742 -1.6120 -0.7092  0.307
H2 -2.8262 -1.5295 -0.6317  0.366
H3 -2.2479 -0.7246 1.9950  0.384
H4 -1.4978 -2.2138 1.4243  0.274
H5 0.9518 1.3014 1.3965  0.262
H6 -0.9275 1.5079 1.6745  0.289
H7 0.8328 -2.1774 0.6021  0.373
H8 1.5417 -1.4278 2.1122  0.345
H9 1.6378 -0.6866 0.2728  -0.110
H10 -2.3561 0.9939 -0.7240  0.234
H11 -0.8741 0.5773 -1.0262  0.214
H12 2.7065 0.1892 -2.4606  0.247
H13 2.1582 0.1104 -0.9504  -0.062
O1 2.4605 0.6741 -1.6627  -0.714
H14 0.9052 2.2492 -2.3411  0.301
H15 1.7049 2.7932 -1.1106  0.300
O2 1.1319 3.0284 -1.8430  -0.612

charge = 0
frontier orbital gap = 9.545 eV
HOMO level = -9.0 eV

d:
A cluster of 4 separate species, C5H15NO2 in total. Source: the Open Molecules 2025 dataset; level of theory: ωB97M-V/def2-TZVPD.

Last column: Mulliken charge in e.
Element x y z (Å)
C1 0.4318 -0.8343 -1.3800  -1.470
C2 -0.5164 -1.6028 -0.4308  0.415
C3 -1.7336 -0.8435 -0.2185  -0.467
C4 -1.6726 0.5249 0.0183  0.558
C5 -2.7586 1.2936 0.2232  -0.884
N1 0.1355 -1.9574 0.8640  -0.635
H1 0.8320 0.0666 -0.9396  0.417
H2 1.2203 -1.5025 -1.7168  0.377
H3 -0.0820 -0.6196 -2.3375  0.372
H4 -0.7714 -2.5263 -0.9746  0.337
H5 -2.6801 -1.3677 -0.2711  0.386
H6 2.1593 2.7724 -0.9478  -0.050
H7 -0.6932 0.9987 0.0731  0.193
H8 -2.5789 2.3488 0.3915  0.315
H9 -3.7600 0.9382 0.0035  0.300
H10 -0.2768 -1.4016 1.6103  0.301
H11 1.1245 -1.6018 0.7716  0.376
H12 1.6472 0.6034 1.1568  0.336
H13 0.6462 1.7126 1.9196  0.194
O1 0.9036 1.4623 1.0266  -0.693
H14 2.8157 2.4922 -0.7570  0.031
H15 3.2756 -0.4472 0.8779  0.158
O2 2.3318 -0.5090 1.0375  -0.866

charge = 0
frontier orbital gap = 5.041 eV
HOMO level = -8.2 eV

Sorted by energy, starting with the most stable: b, a, c, d.

a:
A cluster of 4 separate species, H9O4 in total. Source: the Open Molecules 2025 dataset; level of theory: ωB97M-V/def2-TZVPD.

Last column: Mulliken charge in e.
Element x y z (Å)
O1 -0.2880 2.0621 -0.3367  -0.631
H1 -0.9251 2.6175 0.0680  0.327
H2 0.3086 2.7416 -0.7359  0.347
O2 -0.7198 -0.9001 -2.1983  -0.711
H3 -1.2341 -1.3081 -2.9213  0.351
H4 -0.9132 0.0567 -2.4625  0.341
O3 1.4081 -1.2871 2.1118  -0.711
H5 2.1973 -0.9913 2.6371  0.351
H6 0.8194 -1.7412 2.8199  0.376
O4 -0.4102 -0.3875 0.4352  -0.486
H7 -0.4495 -0.7964 -0.5014  0.497
H8 0.4370 -0.6896 0.9826  0.504
H9 -0.2304 0.6234 0.1015  0.444

charge = +1
frontier orbital gap = 13.052 eV
HOMO level = -16.4 eV

b:
A cluster of 4 separate species, H9O4 in total. Source: the Open Molecules 2025 dataset; level of theory: ωB97M-V/def2-TZVPD.

Last column: Mulliken charge in e.
Element x y z (Å)
O1 -0.1048 -1.4044 0.4685  -0.479
H1 0.2295 -1.1756 1.3955  0.483
H2 0.3860 -2.2085 0.2101  0.463
H3 0.4419 -0.6729 -0.0941  0.467
O2 0.6126 0.7088 -0.6275  -0.738
H4 -0.1783 0.5846 -1.2229  0.435
H5 1.4264 0.7290 -1.1463  0.367
O3 0.9876 -0.1860 2.3833  -0.691
H6 0.9807 0.7694 2.2212  0.353
H7 0.6711 -0.2319 3.2990  0.360
O4 -1.5389 0.8566 -2.1920  -0.714
H8 -1.6478 0.9046 -3.1343  0.344
H9 -1.5074 1.8078 -1.9875  0.350

charge = +1
frontier orbital gap = 12.756 eV
HOMO level = -16.2 eV

c:
A cluster of 4 separate species, H9O4 in total. Source: the Open Molecules 2025 dataset; level of theory: ωB97M-V/def2-TZVPD.

Last column: Mulliken charge in e.
Element x y z (Å)
O1 -0.1449 1.4376 -0.5892  -0.485
H1 0.6957 1.0164 -0.8657  0.426
H2 0.1613 2.0870 0.0625  0.436
H3 -0.5454 0.6742 0.1280  0.470
O2 -1.4664 0.3348 1.0796  -0.654
H4 -2.3488 0.5574 0.8386  0.362
H5 -1.2997 -0.6070 1.3471  0.456
O3 0.0221 -1.4892 1.8247  -0.705
H6 -0.0246 -2.4493 1.7007  0.346
H7 0.1597 -1.3144 2.7628  0.350
O4 1.5714 0.1708 -2.4258  -0.651
H8 2.3342 -0.2511 -2.8165  0.318
H9 0.8855 -0.1673 -3.0468  0.331

charge = +1
frontier orbital gap = 12.564 eV
HOMO level = -16.0 eV

Sorted by energy, starting with the most stable: a, b, c.